47
Properties=species:S:1:pos:R:3 method="wB97M-V/def2-TZVPD" energy_ha=-1571.27012 homo_lumo_gap_ev=8.856 lumo_ha=0.006 multiplicity=1 fmax_ev_per_a=12.01 homo_energy_ev=-8.70 de_lowest_kj_mol=23.26 mol_weight_g_mol=294.5
H -0.52 -0.49 3.58
H 3.60 5.86 1.34
H 1.04 5.78 -1.26
H 0.96 -6.12 -1.57
H 1.58 -4.19 0.12
O 2.87 5.60 0.84
H -2.00 0.12 -2.36
H -1.97 -1.83 1.47
C -2.82 -0.16 -1.55
S 0.62 0.80 -0.03
H 2.12 1.45 1.46
C 1.90 1.26 -1.15
H 0.82 -2.07 -1.02
H -2.56 0.52 -0.72
S -2.72 -1.47 3.61
H 2.42 0.42 -1.42
C 1.10 -5.13 -1.87
O -3.00 -3.02 3.59
H 2.06 -5.26 -2.37
H 2.16 4.93 -2.46
H 1.41 1.46 -2.00
H 3.76 4.61 -0.52
H -0.67 -2.25 3.63
H 2.26 -0.18 1.41
H 3.64 6.08 -0.89
O 1.23 -2.73 -1.34
C -4.23 -0.21 -1.90
H -1.65 -1.23 -0.67
H -4.36 -0.79 -2.79
C -2.57 -1.03 1.90
H -0.04 -3.98 -0.19
H -0.92 -1.35 5.30
H 0.36 -4.91 -2.67
O -2.32 -1.43 -1.25
H 1.47 4.23 -1.01
C 1.60 0.67 1.44
C 3.15 5.30 -0.48
C 1.91 5.09 -1.38
H -4.76 -0.64 -1.06
H 2.70 1.86 -0.82
O 0.11 -0.64 -0.27
C -0.99 -1.37 4.15
H 0.85 0.74 2.33
H -1.94 -0.04 2.08
H -4.94 0.71 -2.04
H -3.71 -0.95 1.58
C 0.97 -4.05 -0.78

=====

56
Properties=species:S:1:pos:R:3 method="wB97M-V/def2-TZVPD" energy_ha=-1289.54390 homo_lumo_gap_ev=8.073 lumo_ha=-0.014 multiplicity=1 smiles="NC(N)=O.NC(N)=O.NC(N)=O.NC(N)=O.CC(C)O.CC(C)O" fmax_ev_per_a=12.64 homo_energy_ev=-8.44 de_lowest_kj_mol=411.79 mol_weight_g_mol=360.4
O -0.52 0.47 2.50
N -0.90 2.10 -2.15
C 0.00 -0.94 -2.22
C -2.23 1.98 -2.07
H -0.59 0.15 -3.78
O -4.85 -0.54 -0.67
H 3.13 0.32 0.00
H 2.63 -3.78 2.81
H 0.59 -1.45 3.63
C 1.81 -3.23 3.40
H -2.00 -0.11 -1.94
N -3.05 -1.80 0.17
C 1.40 -1.79 2.99
H 3.01 0.88 -1.89
H -5.80 -3.04 -0.73
H -2.46 0.79 -0.19
C 3.29 2.01 -0.12
C -0.96 0.71 1.21
H 3.19 -1.02 4.10
H -0.41 1.41 -0.63
H -2.32 -2.58 0.09
O 2.83 1.07 0.49
H 3.38 3.42 1.44
H 0.95 -3.97 3.43
H -0.72 3.04 -2.50
H 1.73 3.55 0.64
H 3.15 4.03 -0.13
H -2.92 0.67 1.52
H 3.45 2.66 -2.11
H 4.40 1.96 -0.02
H -4.39 -3.72 0.12
H -3.70 0.65 -1.85
C 2.81 3.32 0.55
O 0.95 -1.64 1.84
H 2.26 0.25 3.32
N 0.17 -0.06 -3.14
N -4.79 -2.95 -0.38
H 3.23 -0.83 2.32
C 2.59 -0.77 3.18
N -2.21 0.64 0.81
C -4.26 -1.73 -0.29
N -1.12 -1.54 -2.20
C 2.95 1.89 -1.59
O -3.07 3.04 -2.24
H 0.95 0.92 0.42
H 1.09 0.14 -3.34
H 2.30 -3.12 4.41
H -1.27 -2.21 -1.39
H 0.90 -0.71 1.84
H 1.92 2.07 -1.67
N -0.10 1.02 0.26
H -2.66 -0.81 0.38
H -0.35 1.21 -2.42
N -2.63 0.74 -1.91
H -1.76 -1.56 -2.99
O 0.99 -1.20 -1.29

=====

61
Properties=species:S:1:pos:R:3 method="wB97M-V/def2-TZVPD" energy_ha=-1567.90909 homo_lumo_gap_ev=8.465 lumo_ha=0.011 multiplicity=1 fmax_ev_per_a=5.61 homo_energy_ev=-8.16 mol_weight_g_mol=500.3
N -10.52 -6.55 -18.57
N -13.06 -11.08 -20.31
H -13.93 -11.00 -20.83
O -11.11 -10.40 -15.03
H -15.55 -5.50 -17.15
C -12.30 -7.41 -12.84
H -12.73 -6.27 -14.33
H -12.25 -9.01 -11.60
H -13.50 -6.70 -18.02
H -13.44 -14.34 -14.10
H -14.35 -12.12 -15.34
C -12.46 -13.87 -13.98
H -10.75 -6.05 -19.42
C -12.47 -12.41 -14.31
C -13.21 -10.44 -19.21
O -11.51 -7.51 -16.79
C -11.59 -6.93 -17.90
O -14.83 -8.92 -14.82
H -17.19 -5.35 -15.33
C -15.64 -6.22 -16.34
H -12.19 -14.00 -12.94
H -12.57 -6.00 -19.36
H -9.36 -9.83 -14.13
C -17.00 -6.36 -15.69
N -17.41 -11.61 -17.93
H -17.73 -10.76 -18.38
H -17.64 -12.57 -18.15
C -11.03 -11.76 -14.61
Ag -12.97 -9.58 -15.91
N -13.07 -7.09 -13.85
H -10.50 -11.78 -13.65
H -9.24 -10.10 -15.88
C -16.61 -11.46 -16.94
H -15.16 -10.17 -19.74
H -13.83 -7.68 -14.13
H -16.52 -9.54 -17.38
H -15.03 -8.02 -16.19
H -12.20 -11.56 -20.49
N -14.35 -9.79 -19.28
O -12.38 -10.38 -18.35
H -13.07 -11.98 -13.51
H -15.44 -8.25 -14.45
N -12.62 -8.60 -12.45
H -13.45 -9.02 -12.84
H -13.23 -12.75 -16.29
H -10.03 -8.70 -15.30
H -14.65 -9.19 -18.53
O -15.16 -7.45 -16.95
H -10.55 -12.35 -15.39
C -9.89 -9.75 -15.08
H -17.76 -6.67 -16.40
O -16.25 -12.43 -16.30
H -14.90 -6.03 -15.55
H -16.99 -7.04 -14.83
H -15.56 -9.97 -16.03
N -16.15 -10.27 -16.79
O -11.34 -6.75 -12.58
H -9.59 -6.71 -18.20
N -13.36 -12.11 -15.52
N -12.63 -6.40 -18.43
H -11.80 -14.45 -14.63

=====

56
Properties=species:S:1:pos:R:3 method="wB97M-V/def2-TZVPD" energy_ha=-1627.47297 homo_lumo_gap_ev=9.802 lumo_ha=0.016 multiplicity=1 fmax_ev_per_a=1.19 homo_energy_ev=-9.37 mol_weight_g_mol=359.8
O 23.76 -22.20 -32.52
H 22.62 -24.30 -32.28
H 24.57 -26.53 -33.68
H 22.68 -27.85 -32.69
H 18.84 -24.79 -31.80
O 24.69 -24.26 -31.83
H 20.78 -27.36 -29.19
H 18.02 -25.86 -33.83
H 23.06 -26.84 -27.23
H 22.47 -28.71 -34.21
C 24.75 -27.63 -35.48
H 22.12 -24.54 -27.01
H 21.09 -26.35 -25.65
C 23.96 -27.10 -29.95
O 26.07 -22.62 -32.86
H 20.21 -23.60 -30.04
O 24.45 -23.79 -34.12
H 19.63 -21.85 -32.18
H 23.93 -28.96 -33.25
O 22.58 -26.77 -29.94
H 24.50 -26.62 -29.13
H 21.05 -25.00 -32.35
H 22.35 -26.73 -35.50
C 24.67 -28.97 -37.40
H 22.11 -25.46 -31.17
H 24.64 -28.24 -38.22
H 24.11 -28.18 -29.89
C 23.90 -27.09 -34.34
C 20.35 -22.65 -30.55
H 18.77 -27.28 -33.10
N 21.94 -25.14 -27.80
C 23.21 -28.21 -33.58
H 21.31 -28.03 -26.18
H 25.64 -28.15 -35.08
H 25.71 -29.22 -37.16
H 24.38 -26.71 -30.88
H 22.46 -24.81 -28.60
Cl 24.77 -23.20 -32.84
O 19.77 -22.75 -31.86
H 22.14 -28.36 -28.70
C 21.05 -27.02 -26.51
O 19.30 -25.54 -32.19
C 21.83 -27.31 -28.88
C 18.33 -26.31 -32.89
N 22.04 -25.13 -32.14
H 17.48 -26.53 -32.24
H 20.05 -27.04 -26.93
H 19.87 -21.86 -29.98
H 25.14 -26.79 -36.07
N 22.86 -26.14 -34.84
O 23.97 -28.50 -36.27
H 21.41 -22.40 -30.63
H 24.20 -29.89 -37.74
C 22.04 -26.57 -27.56
H 22.48 -25.79 -32.80
H 23.32 -25.40 -35.35

=====

52
Properties=species:S:1:pos:R:3 method="wB97M-V/def2-TZVPD" energy_ha=-982.56748 homo_lumo_gap_ev="2.823 / 9.880" lumo_ha="0.015 / 0.010" multiplicity=2 fmax_ev_per_a=3.97 homo_energy_ev="-2.41 / -9.60" de_lowest_kj_mol=194.38 mol_weight_g_mol=280.4
H -2.54 -0.39 -1.78
C 2.86 0.79 1.83
H -0.02 -2.82 -1.70
O -0.54 -2.38 2.70
C 2.77 -2.61 -2.52
H -1.98 5.01 0.54
C 1.48 -1.79 -2.41
H 0.17 0.12 0.39
H -2.91 2.78 1.87
H 1.65 -0.71 -2.44
C -2.98 2.86 0.78
H -0.13 -1.19 -0.29
H 4.37 -0.03 0.51
C -3.23 1.25 -3.61
H 3.32 0.21 2.63
H 2.80 -0.73 0.28
H -2.13 2.19 -0.85
H -1.44 -0.58 0.43
H 2.31 -2.28 4.49
H -3.56 2.12 -3.05
O 1.49 0.81 1.97
H -0.85 -3.25 2.97
C 1.92 -2.47 3.49
H 1.01 -1.84 -3.39
H -1.04 1.54 -3.34
H 2.54 -3.57 -2.98
O -1.89 0.31 -1.90
N -0.44 -0.68 0.53
H 3.29 -2.66 -1.57
H 0.17 -1.01 3.99
O -1.84 2.29 0.06
H -1.57 -0.10 -3.81
C -1.84 0.81 -3.28
H -3.17 1.65 -4.63
H 2.53 -3.85 2.37
O -3.43 4.59 -0.91
H -3.50 5.03 1.13
H 3.58 -2.17 -3.11
H -0.12 -2.73 4.42
H -2.93 5.18 -1.49
H -3.91 2.47 0.38
H 3.21 1.81 1.97
H 3.29 0.97 -0.33
C -2.91 4.44 0.43
C 0.34 -2.05 3.70
H -3.87 0.36 -3.55
C 3.31 0.22 0.47
H 2.47 -1.91 2.73
O 0.73 -2.32 -1.37
H -0.29 -1.31 1.30
H 1.20 1.37 2.69
O 2.24 -3.76 3.29

=====

56
Properties=species:S:1:pos:R:3 method="wB97M-V/def2-TZVPD" energy_ha=-1304.18922 homo_lumo_gap_ev=10.550 lumo_ha=0.016 multiplicity=1 smiles=OCCO.OCCO.OCCO.OCCO.OCCO.O.O fmax_ev_per_a=3.55 homo_energy_ev=-10.11 de_lowest_kj_mol=42.07 mol_weight_g_mol=346.4
H -16.85 2.35 -2.27
H -19.75 3.04 -1.37
O -13.26 2.57 -2.73
H -16.09 7.84 -2.34
H -14.84 2.51 0.18
O -14.23 3.17 -0.13
H -18.03 3.70 -0.87
C -15.02 7.59 -2.38
C -17.21 3.69 2.20
H -17.24 3.39 3.27
C -15.88 0.05 -5.37
H -14.80 9.07 -1.02
C -16.56 5.04 2.09
H -17.10 2.03 1.13
O -18.51 1.94 -0.06
O -13.80 0.68 -4.55
H -15.49 1.92 -4.70
H -15.46 -0.77 -5.99
H -12.55 3.15 -2.91
H -15.34 -0.76 -3.77
C -14.80 6.10 -1.95
O -15.31 5.14 2.68
H -11.89 6.15 1.10
H -18.54 1.02 -0.44
H -16.52 5.33 1.03
H -13.76 6.02 -1.86
H -13.35 1.35 -4.05
H -14.89 6.36 -0.03
H -17.60 0.31 -3.00
O -16.23 -0.57 -4.18
C -17.92 2.21 -2.41
O -12.20 9.54 1.68
H -18.16 2.67 -3.37
H -12.26 6.74 2.62
H -14.48 7.74 -3.28
H -18.21 3.61 1.73
H -12.55 8.36 0.04
H -15.31 5.41 -2.65
C -12.42 6.94 1.59
C -11.98 8.28 0.95
O -18.26 0.77 -2.43
H -14.76 1.57 -6.22
C -14.95 1.14 -5.21
O -15.44 5.86 -0.66
H -14.25 6.17 2.02
H -14.69 4.02 -0.18
H -10.90 8.15 0.72
H -17.19 5.72 2.68
O -14.29 8.39 -1.46
H -14.71 4.41 2.56
O -16.45 2.51 1.67
H -16.78 0.45 -5.87
H -13.14 9.61 1.84
O -13.87 6.89 1.42
H -13.67 2.83 -1.84
C -18.64 2.83 -1.18

=====

51
Properties=species:S:1:pos:R:3 method="wB97M-V/def2-TZVPD" energy_ha=-927.96219 homo_lumo_gap_ev=10.179 lumo_ha=0.014 multiplicity=1 smiles=CCO.CCO.CCO.CO.CO.CO.CO fmax_ev_per_a=1.29 homo_energy_ev=-9.80 de_lowest_kj_mol=288.80 mol_weight_g_mol=266.4
H -2.05 -1.34 4.08
C 4.39 2.30 -0.34
H 0.56 1.94 -0.21
H 0.71 -0.96 2.87
H 0.04 1.10 -5.04
H 5.04 0.94 1.24
C -3.23 1.20 -2.55
H 1.28 -3.98 -3.38
H 1.01 -0.76 -4.38
H 1.84 -3.01 -1.19
H 0.24 -2.44 3.63
H 4.88 3.00 -1.02
H -3.25 0.68 -0.66
H -3.74 -0.94 2.13
C 0.90 -3.02 -1.74
H 2.48 0.20 -4.02
C -1.11 -0.79 3.96
C 5.45 1.49 0.38
H -5.52 -1.94 3.24
H 0.03 -3.03 -1.08
H 1.19 0.78 0.91
H -1.49 0.42 1.43
H -0.65 -0.59 4.93
H 5.99 0.82 -0.28
H -2.21 1.59 -2.52
H 6.17 2.18 0.81
H -4.09 0.51 3.10
H -5.26 -0.04 1.90
O -1.58 0.60 0.48
C -4.52 -0.37 2.63
H -0.78 0.01 -1.29
C 0.76 0.88 -0.09
H 3.14 2.52 1.13
O -5.17 -1.14 3.65
H -0.63 -1.91 2.16
O 0.90 1.31 -4.66
C -0.51 0.04 -0.24
H 1.12 0.20 -2.91
H 3.72 1.69 -0.97
O 0.77 -4.16 -2.59
H 0.75 -2.09 -2.30
C 1.39 0.17 -3.97
O 3.64 3.11 0.56
H -3.86 1.82 -3.18
O -3.83 1.14 -1.28
O -1.40 0.47 3.30
H -0.26 -0.97 0.10
C -0.16 -1.58 3.08
H -1.55 1.14 3.98
H -3.15 0.20 -3.01
H 1.58 0.61 -0.76

=====

56
Properties=species:S:1:pos:R:3 method="wB97M-V/def2-TZVPD" total_charge=+1 energy_ha=-2305.01106 homo_lumo_gap_ev="6.045 / 5.635" lumo_ha="-0.222 / -0.237" multiplicity=6 fmax_ev_per_a=2.67 homo_energy_ev="-12.07 / -12.07" de_lowest_kj_mol=150.20 mol_weight_g_mol=370.3
O 1.10 -2.66 -0.32
H 2.78 -0.73 -3.44
C -3.64 3.30 0.75
C -1.86 -3.57 1.15
C 3.29 -0.01 -2.80
H 3.76 -2.85 2.11
H -0.79 0.45 3.43
C -1.43 -0.40 3.70
O 3.86 -0.71 -1.70
H -0.56 -1.98 -1.45
H -3.95 4.50 2.25
H -2.42 -0.12 -1.96
O -0.75 -1.61 3.95
O -1.54 -0.56 -3.80
C 0.98 0.67 0.95
H 1.22 -1.78 0.06
H 5.19 -2.86 1.06
H 2.61 0.79 -2.48
H -2.00 -0.11 4.58
H 3.19 -0.82 -1.03
H -1.22 -2.67 1.12
O -2.87 -3.52 0.16
H -2.15 -0.52 2.88
H -3.95 4.06 0.03
Mn 3.13 0.51 2.35
H -0.12 0.79 -0.93
O 1.94 -0.06 0.56
C 4.24 -2.36 1.26
C -2.30 0.30 -2.96
H 0.19 -3.48 -1.98
O 4.46 -0.92 1.41
C 0.39 -2.51 -1.53
H -3.31 0.46 -3.34
H -0.09 5.69 -0.69
C -0.28 0.78 0.15
H -0.42 3.05 -1.75
H -0.83 1.69 0.35
C 0.17 3.82 -1.28
H 4.05 0.51 -3.38
H -1.78 1.25 -2.94
H 1.06 3.96 -1.91
H -3.44 -2.76 0.33
H 3.65 -2.55 0.37
H 0.56 3.56 -0.29
O -4.17 3.59 2.03
H 0.94 -1.91 -2.28
H -2.54 3.30 0.78
H -1.24 -4.44 0.97
H -4.05 2.37 0.37
O -0.57 5.02 -1.16
H 5.37 -0.90 1.76
O 1.15 1.38 1.98
H 0.20 -1.49 4.03
H -2.07 -1.32 -4.05
H -2.22 -3.57 2.19
H -0.93 -0.07 0.38

=====

55
Properties=species:S:1:pos:R:3 method="wB97M-V/def2-TZVPD" total_charge=+1 energy_ha=-1113.11477 homo_lumo_gap_ev=9.723 lumo_ha=-0.091 multiplicity=1 fmax_ev_per_a=3.31 homo_energy_ev=-12.19 mol_weight_g_mol=311.4
C -2.03 0.81 2.35
H -2.94 1.05 0.43
H 5.32 1.28 -1.34
H -4.67 4.93 0.76
H 0.04 -2.31 -2.76
C -3.74 4.96 0.19
H -0.41 2.40 0.57
H -0.37 -1.24 -0.39
H -2.03 -2.92 0.41
H -2.60 -2.29 -0.85
H -4.00 5.48 -0.73
H 0.60 -1.23 0.98
H 1.98 -0.86 3.29
H 2.87 0.96 1.09
H -2.99 0.68 2.84
C -2.28 1.60 1.10
C 1.56 -2.59 2.77
C -0.59 -1.50 -3.13
C -0.55 -1.31 -4.70
H -1.61 -1.76 -2.83
N 0.40 -0.79 0.09
H 2.50 -2.91 2.31
O 1.33 -1.22 2.68
O -1.82 -2.30 -0.29
H -1.03 -2.20 -5.11
C 3.46 0.92 0.17
H -3.05 5.60 0.75
H -1.32 1.15 3.10
O 0.88 -3.62 0.53
H 5.34 1.45 1.07
O -0.40 -0.25 -2.38
C -2.78 3.03 1.38
H -1.17 0.31 -2.47
H 3.36 -0.11 -1.54
H 0.33 -4.29 2.43
H 1.52 -2.93 3.80
H 5.12 -0.21 1.00
C 4.91 0.69 0.42
H -1.65 -0.19 2.14
C 0.45 -3.36 1.88
O 2.87 -0.03 -0.72
H -2.02 3.69 1.78
H 0.04 0.12 0.34
O 5.66 0.59 -0.77
H -1.23 1.67 -0.57
H 0.15 -4.13 0.17
H 0.74 -1.72 -5.95
H 3.28 1.80 -0.45
N -0.98 1.58 0.40
H -3.60 3.03 2.10
H -0.53 -2.92 2.09
H 1.23 -0.63 -0.47
H -1.09 -0.41 -4.97
O -3.24 3.61 0.17
O 0.75 -1.18 -5.15